24
Properties=species:S:1:pos:R:3:nbo_charge:R:1 method="wB97M-V/def2-TZVPD" e_tot_ha=-3203.2543 total_charge=0 lumo_energy_ev=0.09 e_above_lowest_kcal_mol=31.0 gap_ev=8.810
C -3.1370 -0.5679 0.6664 -0.169
C -2.6876 0.7350 0.7291 -0.219
C -2.3241 -1.7376 0.8261 -0.201
C -1.3011 0.8485 0.9462 -0.155
C -0.9871 -1.6111 1.0168 -0.130
C -0.5450 -0.2971 1.1351 -0.193
C 1.3424 1.8021 -1.7363 -0.678
C 0.8640 -0.0841 1.2441 0.414
C 1.4928 0.4144 -1.3360 0.080
N 2.5857 -0.1203 -0.9011 0.335
O 3.5154 0.4988 -0.3971 -0.475
O 2.6013 -1.5326 -0.9682 -0.538
O 1.6959 -0.9396 1.4469 -0.552
Br 0.1543 -0.7382 -2.0693 0.074
H -4.2694 -0.5987 0.5304 0.211
H -3.3558 1.4905 0.6245 0.212
H -2.7099 -2.6462 0.8324 0.203
H -1.0062 1.8604 1.0221 0.216
H -0.4107 -2.4305 1.1088 0.227
H 2.1090 2.3984 -1.1990 0.255
H 1.4211 1.7915 -2.7389 0.232
H 0.3907 2.3521 -1.4246 0.236
H 1.1721 0.9736 1.1445 0.110
H 3.3893 -1.8615 -0.5029 0.503


24
Properties=species:S:1:pos:R:3:nbo_charge:R:1 method="wB97M-V/def2-TZVPD" e_tot_ha=-3546.9166 total_charge=-1 lumo_energy_ev=2.97 e_above_lowest_kcal_mol=0.0 gap_ev=7.601
C -2.4099 -2.4576 0.2644 -0.230
C -1.1807 -2.6536 0.7770 -0.215
C -2.7152 -1.1735 -0.1516 -0.207
C -0.2661 -1.6482 0.9631 -0.138
C -1.7661 -0.1899 -0.1718 -0.188
C -0.4961 -0.4153 0.4079 -0.135
C 0.4750 1.8534 -1.5148 -0.594
C 0.0855 1.9826 -0.0235 -0.525
C 0.3381 0.6782 0.7132 0.581
O 3.3761 1.8818 0.5059 -0.960
O 5.0031 0.0749 0.7001 -0.949
O 1.0908 0.5397 1.6568 -0.550
S 3.5929 0.4710 0.8098 1.626
Br 2.5572 -0.6334 -1.2809 -0.668
H -3.1572 -3.2209 -0.0791 0.211
H -0.8187 -3.6594 1.2775 0.203
H -3.7585 -0.9982 -0.4394 0.196
H 0.7508 -1.8589 1.3471 0.247
H -1.9886 0.7495 -0.4762 0.205
H 0.0746 2.7879 -2.0841 0.183
H 1.5021 1.7622 -1.6576 0.245
H 0.0168 0.8287 -1.9548 0.213
H -0.9576 2.4750 -0.0188 0.208
H 0.6518 2.8240 0.4300 0.241


25
Properties=species:S:1:pos:R:3:nbo_charge:R:1 method="wB97M-V/def2-TZVPD" e_tot_ha=-1876.5536 total_charge=+1 lumo_energy_ev=-5.27 gap_ev=6.023
C 2.1807 -2.0409 1.1657 -0.720
S 0.7718 -3.2039 0.8998 0.755
C 0.8176 -4.1634 2.4400 -0.745
C -0.8173 -2.1375 1.6558 0.142
C -2.1948 -2.3362 1.2665 0.139
N -3.3287 -2.5560 1.1290 -0.102
H 2.0757 -1.2168 0.4603 0.281
H 2.1862 -1.6644 2.1886 0.262
H 3.0688 -2.6344 0.9462 0.272
H 0.0000 -4.8680 2.3660 0.269
H 1.7490 -4.6832 2.4169 0.267
H 0.6955 -3.5887 3.3503 0.250
H -0.6905 -2.4983 2.6767 0.223
Cl -2.2452 3.4831 3.6492 0.033
C -0.8999 4.5152 3.4049 0.175
N -0.0561 4.0646 2.4864 -0.451
F -0.3463 -0.8498 1.6085 -0.292
C 1.0479 4.7487 2.2519 0.180
Cl 2.1188 3.9935 1.1364 0.022
C 1.3164 5.9816 2.8662 -0.269
C 0.4094 6.4991 3.7904 -0.142
C -0.6910 5.7072 4.0983 -0.268
H 2.2237 6.5029 2.5746 0.240
H 0.5428 7.4739 4.2683 0.242
H -1.4310 5.9783 4.8372 0.239


26
Properties=species:S:1:pos:R:3:mulliken_spin:R:1 method="wB97M-V/def2-TZVPD" e_tot_ha=-2015.3474 spin_multiplicity=4 total_charge=0 lumo_energy_ev="-0.43 / -2.40" e_above_lowest_kcal_mol=75.7 gap_ev="7.158 / 6.490"
C 2.3144 0.1153 -0.4427 0.029
C 1.8165 -0.9061 -1.3383 0.114
C 1.3250 -1.9947 -0.5564 0.001
C 1.4578 -1.6562 0.8094 0.067
C 2.0426 -0.3442 0.9149 0.078
Tc 0.3730 0.7553 -0.0646 1.567
N 0.0735 1.3845 1.5559 0.959
C 0.6478 1.9141 -1.6946 -0.072
C -0.1073 0.8141 -2.2448 0.170
H 1.0205 -2.9662 -0.9567 0.009
H 1.8750 -0.9079 -2.4248 0.004
H 1.2736 -2.3286 1.6482 0.001
H 2.4015 0.1352 1.8315 0.005
H 2.9771 0.9419 -0.6679 0.025
H 0.3792 0.2158 -3.0193 -0.011
H 0.0487 2.8136 -1.5544 -0.005
H -0.3669 1.8878 2.3503 -0.011
H -1.1585 0.9765 -2.5392 -0.004
H 1.6438 2.1023 -2.0526 0.021
Cl -3.8130 -1.0708 3.2288 0.001
C -3.4527 -0.3903 1.6552 0.008
Cl -4.3050 -1.2679 0.3562 0.000
Cl -3.8329 1.3611 1.6001 0.001
C -1.9016 -0.5309 1.3324 -0.026
O -1.1277 -1.1591 2.0444 0.018
O -1.6043 0.1052 0.2291 0.050


34
Properties=species:S:1:pos:R:3:mulliken_spin:R:1 method="wB97M-V/def2-TZVPD" e_tot_ha=-3636.3903 spin_multiplicity=4 total_charge=-2 lumo_energy_ev="4.49 / 4.49" e_above_lowest_kcal_mol=0.0 gap_ev="7.324 / 7.327"
Cr 1.3094 -0.4266 0.0663 3.205
S 1.9390 0.7429 -1.9929 -0.080
C 0.7386 -0.1932 -2.7282 0.000
S -0.2888 -1.0823 -1.6526 -0.083
C 0.6458 -0.3281 -4.1018 0.025
C 1.5381 0.3721 -4.9518 -0.001
N 2.2114 0.9537 -5.7413 0.002
C -0.1720 -1.2212 -4.7976 -0.002
N -0.7424 -2.0117 -5.4572 0.004
N 0.2753 1.3828 0.7777 -0.028
C 1.1279 2.2588 1.6312 0.004
C 2.5735 1.6643 1.7139 0.004
O 3.5248 2.2751 2.2067 0.008
O 2.7113 0.4706 1.1635 -0.022
H -0.2249 1.8559 0.0101 0.005
H -0.4802 1.0483 1.3840 -0.011
H 0.6576 2.2772 2.6241 -0.001
H 1.2076 3.2856 1.2885 -0.001
N 0.8395 -1.5798 1.7814 -0.027
N 1.1073 -2.9261 1.5104 -0.002
C 2.1338 -3.0747 0.5404 0.004
O 2.6289 -4.2191 0.4737 0.008
O 2.2841 -2.0813 -0.2337 -0.013
H 1.6091 -1.1309 2.3208 0.006
H -0.0886 -1.3574 2.1649 -0.003
H 1.2837 -3.5194 2.3593 -0.002
C -4.1785 1.5630 0.1790 0.000
O -3.1300 1.0793 1.0620 0.001
C -3.2638 0.0093 1.8659 0.001
S -4.6291 -0.9356 1.7837 0.000
S -1.9192 -0.2525 2.8701 0.000
H -3.9025 2.5893 -0.0471 0.000
H -5.1819 1.5209 0.6721 0.000
H -4.1448 0.9906 -0.7455 0.000


26
Properties=species:S:1:pos:R:3:mulliken_spin:R:1 method="wB97M-V/def2-TZVPD" e_tot_ha=-2399.0576 spin_multiplicity=2 total_charge=+2 lumo_energy_ev="-8.39 / -10.30" e_above_lowest_kcal_mol=13.0 gap_ev="8.119 / 6.205"
Cu 1.5516 -0.3623 -0.2207 0.638
C 1.0109 -0.0152 1.5348 0.090
O 0.6770 0.1988 2.6196 -0.013
C 3.1255 -1.1245 0.5284 -0.002
O 4.0674 -1.5791 1.0135 -0.005
C 2.4154 1.3329 -0.3140 0.050
O 2.9316 2.3635 -0.3490 -0.018
C 0.7006 -2.0657 -0.1698 0.059
O 0.1786 -3.0924 -0.1173 -0.013
C 1.6089 -0.4894 -2.5377 0.111
H 0.7751 -1.1128 -2.8410 0.004
H 1.6037 0.5287 -2.9108 -0.001
C 2.7765 -1.0587 -2.0652 0.103
H 3.7025 -0.4945 -2.0616 -0.003
H 2.8740 -2.1361 -1.9916 -0.003
C -3.0073 0.0289 1.9213 0.000
N -2.5582 0.6970 0.7165 0.001
C -3.1973 1.9183 0.2759 0.000
C -1.4071 0.2522 0.0772 -0.007
N -0.3767 -0.0929 -0.3355 0.007
H -4.0584 -0.3031 1.8031 0.000
H -2.9375 0.7283 2.7832 0.000
H -2.3745 -0.8579 2.1498 0.000
H -2.4631 2.7537 0.3092 0.000
H -3.5724 1.7986 -0.7598 0.000
H -4.0468 2.1839 0.9413 0.000


24
Properties=species:S:1:pos:R:3:mulliken_spin:R:1 method="wB97M-V/def2-TZVPD" e_tot_ha=-1588.2665 spin_multiplicity=6 total_charge=-1 lumo_energy_ev="2.94 / 2.94" gap_ev="5.862 / 5.855"
C -1.3100 -0.5101 -1.4069 0.047
C -0.3793 0.5567 -1.6422 -0.022
C -0.8591 1.7135 -0.9396 -0.016
C -2.0977 1.3701 -0.2980 0.014
C -2.3845 -0.0078 -0.6068 -0.033
Dy -0.2598 0.0634 0.7618 4.983
C 2.0286 -0.3882 0.1889 0.001
C 1.3636 -1.6984 0.0141 -0.014
C 1.6916 -2.5136 -1.0866 0.023
N 0.1283 -2.0676 0.4597 0.001
H -0.4093 2.7087 -0.9669 0.000
H 0.4918 0.4991 -2.2945 -0.004
H -2.7070 2.0404 0.3107 0.000
H -3.2565 -0.5858 -0.2888 -0.003
H -1.2182 -1.5398 -1.8244 0.004
H 2.1265 0.2763 -0.6766 -0.001
H -0.3905 -2.9959 0.5946 0.002
H 2.6263 0.0052 1.0400 0.000
H 2.3398 -2.3855 -1.8978 0.001
H 0.9581 -3.3103 -1.2380 -0.001
F 1.2555 1.4783 3.5327 0.001
C 0.3127 1.9281 2.6319 0.017
F -0.8101 2.1765 3.3763 0.001
F 0.7593 3.1868 2.2565 0.001


23
Properties=species:S:1:pos:R:3:nbo_charge:R:1 method="wB97M-V/def2-TZVPD" e_tot_ha=-703.1282 total_charge=0 lumo_energy_ev="0.05 / 0.03" e_above_lowest_kcal_mol=0.0 gap_ev="8.764 / 8.637"
C -3.3833 -0.4519 -0.6702 -0.251
C -2.7718 0.6996 -1.1285 -0.186
C -2.6651 -1.5702 -0.2807 -0.177
C -1.3828 0.8825 -1.0946 -0.317
C -1.2435 -1.4569 -0.2064 -0.365
C -0.7791 -0.2346 -0.5328 0.121
C 1.3003 -0.2184 1.8923 -0.677
C 1.8794 0.4944 -0.4294 0.520
C 1.9169 0.8171 1.0464 0.603
N 2.9330 -0.3352 -0.8283 -0.862
F 1.7764 1.6150 -1.1988 -0.348
F 1.3085 2.0905 1.2664 -0.359
F 3.1813 1.1034 1.5246 -0.357
H -4.4578 -0.5513 -0.5542 0.221
H -3.4025 1.4658 -1.5537 0.214
H -3.2366 -2.5163 0.1895 0.226
H -1.0184 1.8098 -1.5864 0.255
H -0.4312 -2.0920 0.2436 0.248
H 1.1830 0.1503 2.9034 0.239
H 1.9451 -1.0258 1.8816 0.229
H 0.3271 -0.4274 1.2953 0.252
H 3.8720 -0.0387 -0.3755 0.386
H 3.1489 -0.2097 -1.8034 0.387


22
Properties=species:S:1:pos:R:3:nbo_charge:R:1 method="wB97M-V/def2-TZVPD" e_tot_ha=-557.7503 total_charge=+1 lumo_energy_ev="-7.16 / -7.16" e_above_lowest_kcal_mol=194.8 gap_ev="6.478 / 6.478"
C -2.1090 -1.0004 0.7063 -0.170
C -0.7636 -1.1850 0.8434 -0.169
C -2.0100 0.9172 -0.8046 -0.247
C -0.6643 0.6843 -0.6511 0.003
C -2.8063 0.0679 0.0356 0.302
C 0.6403 0.6250 -1.3485 0.260
C 0.0387 -0.1706 0.2979 0.256
C 3.6811 0.6286 -0.5114 -0.579
C 2.5197 -0.3495 -0.0406 -0.278
N 1.2507 0.3111 -0.1249 -0.101
N -4.1372 -0.1290 0.0513 -0.683
F 1.6390 1.5121 1.3914 -0.476
H -2.5944 -1.7793 1.2518 0.250
H -0.2933 -2.0607 1.4462 0.279
H -2.4397 1.6587 -1.5657 0.288
H 4.5159 0.5087 0.0724 0.231
H 3.8857 0.3704 -1.4648 0.210
H 3.4056 1.6241 -0.4600 0.234
H 2.8286 -0.5812 1.0931 0.272
H 2.7373 -1.3148 -0.6296 0.270
H -4.5563 -0.9756 0.3809 0.423
H -4.7684 0.6380 0.0309 0.425


23
Properties=species:S:1:pos:R:3:nbo_charge:R:1 method="wB97M-V/def2-TZVPD" smiles="C#CCC(=O)N1CCC[C@H]1C(=O)F" e_tot_ha=-653.9719 total_charge=0 lumo_energy_ev=0.58 e_above_lowest_kcal_mol=14.7 gap_ev=10.213
C 0.7207 0.7331 3.5470 -0.243
C 1.2820 0.6067 2.4852 -0.015
C -1.8634 1.2381 -1.0493 0.857
C 2.1121 0.5617 1.2031 -0.569
C -1.0105 -1.6675 -0.5704 -0.432
C -0.9136 -0.9138 -1.9248 -0.381
C 0.0864 -1.0996 0.2372 -0.234
C -0.5287 0.5085 -1.5081 -0.154
C 1.3580 1.0788 -0.0085 0.709
N 0.3633 0.2265 -0.4367 -0.444
O 1.4943 2.0846 -0.6051 -0.582
O -2.4764 2.0319 -1.6561 -0.503
F -2.1512 1.0912 0.3136 -0.371
H 2.8192 1.3345 1.2935 0.266
H 2.5225 -0.4800 1.0330 0.255
H -1.9955 -1.4290 -0.1421 0.217
H -0.9121 -2.7783 -0.6182 0.226
H 0.0230 -1.3538 -2.5562 0.205
H -1.7729 -1.0646 -2.5839 0.233
H -0.2137 -0.7823 1.2609 0.243
H 0.9509 -1.7160 0.1208 0.197
H -0.1432 0.9878 -2.3853 0.263
H 0.2486 0.8013 4.5506 0.257


36
Properties=species:S:1:pos:R:3:nbo_charge:R:1 method="wB97M-V/def2-TZVPD" e_tot_ha=-3269.8611 total_charge=-2 lumo_energy_ev=4.15 gap_ev=6.881
K -1.4557 0.0048 -1.4064 0.939
O -2.6504 -2.6939 -3.6052 -1.060
P -3.7164 -2.2842 -2.4538 2.538
O -4.7370 -3.3520 -2.3523 -1.170
O -2.9766 -1.7580 -1.2584 -1.238
O -4.3848 -0.9450 -3.1749 -1.120
P -3.5310 0.4066 -3.4303 2.521
O -4.4960 1.1862 -4.4820 -1.014
O -2.2504 -0.0049 -4.1064 -1.219
O -3.4341 1.2576 -2.2021 -1.211
H -2.2439 -1.8946 -3.9989 0.521
H -4.8497 1.9471 -4.0076 0.489
N 1.9561 0.4046 5.9738 -0.812
C 1.7670 0.7514 4.6148 0.145
C 2.4602 1.8225 4.0572 -0.272
C 2.2543 2.1823 2.7345 -0.192
C 1.3509 1.4734 1.9525 -0.275
C 0.6454 0.4135 2.5086 -0.185
C 0.8540 0.0559 3.8323 -0.264
S 1.1451 1.8581 0.2433 2.341
O -0.1841 1.3589 -0.0823 -1.016
O 1.3728 3.2778 0.1200 -0.975
N 2.3182 1.0691 -0.4390 -0.975
C 2.1321 -0.1009 -1.1259 0.269
S 3.4605 -0.6509 -2.1301 0.297
C 2.5345 -2.0172 -2.6370 -0.511
C 1.3248 -1.9660 -2.0376 -0.033
N 1.0996 -0.9151 -1.1712 -0.562
H 2.8870 0.6105 6.3032 0.361
H 1.7337 -0.5608 6.1637 0.365
H 3.1622 2.3795 4.6709 0.191
H 2.7897 3.0178 2.3005 0.232
H -0.0628 -0.1333 1.8990 0.249
H 0.3000 -0.7734 4.2606 0.200
H 2.9013 -2.7489 -3.3382 0.222
H 0.5237 -2.6784 -2.1954 0.220


20
Properties=species:S:1:pos:R:3:nbo_charge:R:1 method="wB97M-V/def2-TZVPD" smiles=C#[N+][C@@H](C)c1ccccc1 e_tot_ha=-403.3233 total_charge=+1 lumo_energy_ev=-4.41 e_above_lowest_kcal_mol=73.7 gap_ev=8.359
C 2.5502 -1.7873 0.9085 0.406
C -2.9528 -0.6034 0.0073 -0.164
C -2.5914 0.3505 0.9501 -0.221
C -1.9918 -1.3029 -0.7163 -0.200
C -1.2772 0.5957 1.1478 -0.180
C -0.6905 -0.8694 -0.6924 -0.213
C -0.2779 0.0323 0.3538 -0.084
C 1.9837 0.8888 -1.0267 -0.478
C 1.2080 0.3341 0.5678 -0.100
N 1.9136 -0.8266 0.8114 -0.154
H 3.1974 -2.6357 0.8561 0.300
H -4.0179 -0.7182 -0.3195 0.242
H -3.0744 1.1209 1.5353 0.248
H -2.2158 -1.9649 -1.6389 0.240
H -1.0531 1.3433 1.9887 0.225
H -0.0799 -1.2525 -1.4918 0.219
H 2.9686 0.9324 -0.7052 0.201
H 1.8211 0.1436 -1.7266 0.211
H 1.5992 1.8715 -1.2448 0.241
H 1.5807 1.0245 1.2608 0.262